1.
The following is a DFT calculation (the ωB97M-V functional and the def2-TZVPD basis) of a structure of composition C31H26N6O3SSrTe.

Last column: natural (NBO) charge in e.
Element x y z (Å)
Sr -0.156 -0.248 -0.061  1.771
O -1.932 0.216 -1.409  -0.842
C -2.177 0.915 -2.446  0.424
C -3.422 0.792 -3.133  -0.333
C -3.755 1.570 -4.223  -0.210
C -2.868 2.533 -4.712  -0.344
C -1.636 2.656 -4.086  -0.163
C -1.252 1.874 -2.996  -0.219
C 0.103 2.069 -2.486  0.096
N 0.691 1.328 -1.626  -0.382
N 1.997 1.682 -1.345  -0.505
C 2.660 0.747 -0.684  0.551
O 2.248 -0.413 -0.371  -0.817
C 4.074 1.161 -0.362  0.008
C 4.534 2.459 -0.556  -0.203
C 5.848 2.790 -0.257  -0.236
C 6.723 1.826 0.231  -0.238
C 6.269 0.527 0.418  -0.230
C 4.953 0.200 0.122  -0.205
H -4.116 0.046 -2.760  0.197
H -4.717 1.428 -4.707  0.184
H -3.124 3.149 -5.565  0.187
H -0.920 3.387 -4.456  0.188
H 0.673 2.894 -2.927  0.150
H 3.839 3.200 -0.925  0.235
H 6.193 3.809 -0.395  0.190
H 7.746 2.090 0.478  0.187
H 6.940 -0.229 0.813  0.192
H 4.570 -0.799 0.287  0.238
O -1.096 -2.012 0.980  -0.844
C -1.326 -3.263 0.878  0.423
C -2.151 -3.946 1.822  -0.269
C -2.411 -5.295 1.744  -0.217
C -1.864 -6.073 0.719  -0.333
C -1.054 -5.447 -0.213  -0.172
C -0.768 -4.082 -0.161  -0.226
C 0.104 -3.488 -1.181  0.382
N 0.109 -2.243 -1.612  -0.523
C 1.052 -2.165 -2.608  -0.062
C 1.641 -3.376 -2.788  -0.128
N 1.028 -4.214 -1.875  -0.534
H -2.567 -3.346 2.624  0.198
H -3.048 -5.761 2.489  0.187
H -2.079 -7.132 0.646  0.188
H -0.650 -6.039 -1.030  0.178
H 1.236 -1.233 -3.119  0.221
H 2.429 -3.713 -3.437  0.199
H 1.273 -5.169 -1.691  0.405
Te 1.826 0.771 2.321  -0.400
C 1.248 1.385 4.264  -0.431
C 0.107 1.100 4.975  -0.353
C 0.069 1.661 6.285  -0.266
C 1.185 2.381 6.587  -0.493
S 2.277 2.366 5.252  0.383
H -0.682 0.500 4.541  0.220
H -0.757 1.530 6.975  0.193
H 1.424 2.917 7.494  0.205
C -3.526 0.083 1.736  -0.668
C -3.009 1.305 1.056  0.380
N -1.844 1.865 1.276  -0.500
C -1.793 2.974 0.459  -0.093
C -2.944 3.082 -0.258  -0.124
N -3.727 2.024 0.153  -0.531
H -2.838 -0.752 1.588  0.280
H -4.505 -0.197 1.342  0.196
H -3.611 0.265 2.809  0.219
H -0.918 3.604 0.437  0.217
H -3.263 3.766 -1.026  0.212
H -4.558 1.711 -0.315  0.409

**E_LUMO**: 4.46 eV
**HOMO**: -0.63 eV
**Total energy**: -2448.2847 hartree
**Frontier orbital gap**: 5.1 eV
**ΔE to the lowest compared entry with this formula, charge and spin**: 24.7 kcal/mol
**Total charge**: -2

2.
The following is a DFT calculation (the ωB97M-V functional and the def2-TZVPD basis) of a structure of composition C31H27AsCuF5N2O2Se.

Last column: natural (NBO) charge in e.
Element x y z (Å)
Cu 1.023 -2.116 0.254  1.437
O 1.814 -0.739 -0.810  -0.815
C 2.874 -0.064 -0.503  0.422
C 3.300 0.948 -1.405  -0.248
C 4.444 1.671 -1.203  -0.182
C 5.239 1.458 -0.066  -0.300
C 4.821 0.541 0.861  -0.122
C 3.653 -0.225 0.682  -0.263
C 3.219 -1.038 1.777  0.235
N 2.254 -1.880 1.752  -0.594
C 1.736 -2.486 2.966  -0.231
C 0.232 -2.230 2.969  -0.286
N -0.262 -2.642 1.664  -0.572
C -1.512 -2.670 1.391  0.198
C -2.045 -3.120 0.136  -0.262
C -3.437 -3.292 0.037  -0.136
C -4.025 -3.833 -1.078  -0.308
C -3.204 -4.227 -2.144  -0.188
C -1.845 -4.050 -2.093  -0.262
C -1.199 -3.469 -0.965  0.409
O 0.076 -3.286 -1.005  -0.805
H 2.670 1.114 -2.271  0.203
H 4.732 2.424 -1.927  0.202
H 6.149 2.024 0.080  0.204
H 5.393 0.394 1.771  0.200
H 3.747 -0.888 2.723  0.177
H 2.198 -2.067 3.864  0.205
H 1.920 -3.564 2.925  0.191
H 0.062 -1.155 3.109  0.267
H -0.262 -2.787 3.771  0.187
H -2.237 -2.398 2.164  0.174
H -4.048 -2.981 0.879  0.202
H -5.097 -3.970 -1.133  0.205
H -3.653 -4.666 -3.028  0.203
H -1.216 -4.332 -2.928  0.211
F 1.372 4.399 7.331  -0.308
C 1.205 3.696 6.198  0.219
C 0.341 4.140 5.213  0.294
F -0.327 5.291 5.397  -0.316
C 0.168 3.406 4.057  0.279
F -0.681 3.887 3.142  -0.305
C 0.833 2.197 3.818  -0.274
Se 0.569 1.184 2.267  -0.449
C 1.707 1.793 4.835  0.288
F 2.401 0.650 4.700  -0.322
C 1.891 2.513 5.997  0.257
F 2.737 2.072 6.946  -0.311
C -3.182 0.597 -1.018  -0.974
As -1.238 0.321 -0.788  0.923
C -0.760 2.195 -1.087  -0.964
C -0.869 -0.401 -2.612  -0.778
C -1.312 0.409 -3.776  0.083
C -2.538 0.152 -4.394  -0.244
C -2.956 0.878 -5.498  -0.216
C -2.159 1.894 -6.006  -0.244
C -0.943 2.171 -5.398  -0.214
C -0.524 1.437 -4.299  -0.240
H -3.405 1.134 -1.942  0.213
H -3.550 1.182 -0.175  0.224
H -3.706 -0.361 -1.030  0.220
H -1.173 2.565 -2.027  0.208
H 0.325 2.299 -1.086  0.235
H -1.150 2.784 -0.258  0.243
H -1.376 -1.363 -2.625  0.228
H 0.205 -0.584 -2.625  0.258
H -3.158 -0.647 -4.000  0.209
H -3.904 0.645 -5.969  0.203
H -2.480 2.458 -6.873  0.202
H -0.317 2.966 -5.787  0.204
H 0.437 1.646 -3.842  0.211

**E_LUMO (spin up / spin down)**: 2.54 / 2.23 eV
**Spin multiplicity**: 2
**HOMO (spin up / spin down)**: -3.96 / -3.96 eV
**Total energy**: -8234.5775 hartree
**Frontier orbital gap (spin up / spin down)**: 6.5 / 6.2 eV
**ΔE to the lowest compared entry with this formula, charge and spin**: 2.4 kcal/mol
**Total charge**: -1

3.
The following is a DFT calculation (the ωB97M-V functional and the def2-TZVPD basis) of a structure of composition C31H27AuGeNOP.

Last column: natural (NBO) charge in e.
Element x y z (Å)
Au -0.231 0.455 0.964  0.560
O 0.641 3.632 1.745  -0.525
N 1.040 2.588 0.936  -0.236
C 2.287 2.637 0.708  0.069
C 3.080 1.745 -0.148  -0.005
C 4.205 2.370 -0.694  -0.171
C 5.081 1.708 -1.535  -0.155
C 4.879 0.369 -1.825  -0.170
C 3.781 -0.281 -1.288  -0.170
C 2.870 0.388 -0.466  -0.425
P 1.577 -0.733 0.133  1.128
C 1.041 -1.715 -1.282  -0.337
C 1.340 -3.070 -1.391  -0.205
C 0.921 -3.770 -2.513  -0.192
C 0.227 -3.122 -3.523  -0.159
C -0.052 -1.763 -3.423  -0.184
C 0.345 -1.062 -2.300  -0.233
C 2.266 -1.804 1.390  -0.472
C 1.418 -2.772 1.942  -0.176
C 1.901 -3.630 2.911  -0.196
C 3.218 -3.513 3.344  -0.138
C 4.055 -2.547 2.802  -0.211
C 3.584 -1.680 1.829  -0.107
H -0.321 3.654 1.703  0.481
H 2.833 3.481 1.131  0.224
H 4.395 3.409 -0.457  0.235
H 5.929 2.234 -1.952  0.249
H 5.570 -0.172 -2.457  0.248
H 3.625 -1.331 -1.506  0.234
H 1.899 -3.573 -0.613  0.235
H 1.143 -4.826 -2.598  0.243
H -0.097 -3.675 -4.395  0.242
H -0.576 -1.257 -4.224  0.238
H 0.136 0.001 -2.215  0.216
H 0.391 -2.848 1.603  0.225
H 1.256 -4.388 3.334  0.242
H 3.590 -4.176 4.114  0.244
H 5.079 -2.467 3.140  0.243
H 4.239 -0.928 1.410  0.223
Ge -2.447 0.326 -0.320  1.235
C -3.443 -0.108 1.281  -0.502
C -3.694 0.833 2.288  -0.130
C -4.580 0.521 3.303  -0.210
C -5.201 -0.723 3.319  -0.125
C -4.934 -1.668 2.333  -0.192
C -4.038 -1.373 1.323  -0.187
C -2.682 2.074 -1.154  -0.475
C -1.804 3.150 -1.161  -0.174
C -2.206 4.354 -1.722  -0.208
C -3.483 4.479 -2.251  -0.168
C -4.350 3.395 -2.264  -0.167
C -3.951 2.183 -1.722  -0.222
H -2.513 -0.842 -1.303  -0.112
H -3.228 1.811 2.264  0.209
H -4.792 1.245 4.077  0.242
H -5.898 -0.962 4.112  0.245
H -5.420 -2.634 2.353  0.246
H -3.819 -2.106 0.555  0.233
H -0.798 3.045 -0.772  0.204
H -1.522 5.191 -1.753  0.236
H -3.801 5.425 -2.668  0.242
H -5.337 3.485 -2.698  0.242
H -4.622 1.329 -1.754  0.227

**E_LUMO**: -8.59 eV
**HOMO**: -14.28 eV
**Total energy**: -3880.8179 hartree
**Frontier orbital gap**: 5.7 eV
**ΔE to the lowest compared entry with this formula, charge and spin**: 19.1 kcal/mol
**Total charge**: +2